Below is a structure of composition C34H34F6N10O4S5V in a non-equilibrium geometry, with properties calculated with ωB97M-V/def2-TZVPD.

XYZ file:
```
94
Properties=species:S:1:pos:R:3
V 0.438 -0.227 0.557
C -2.056 -5.156 -2.981
C -1.164 -4.391 -2.033
C -1.144 -4.697 -0.675
C -0.363 -3.960 0.203
C 0.398 -2.883 -0.240
N 1.194 -2.110 0.618
C 2.357 -2.632 1.068
C 2.841 -3.905 0.679
C 4.056 -4.409 1.111
C 4.890 -3.677 1.944
C 6.228 -4.198 2.408
C 4.433 -2.425 2.345
C 3.207 -1.909 1.955
N 2.846 -0.621 2.476
C 3.317 -0.077 3.627
C 2.848 1.207 3.706
C 2.073 1.384 2.550
N 2.064 0.275 1.812
C 0.353 -2.564 -1.611
C -0.408 -3.320 -2.486
N 1.084 -1.436 -2.077
C 1.658 -1.245 -3.293
C 2.360 -0.075 -3.228
C 2.164 0.409 -1.924
N 1.387 -0.405 -1.231
H -2.144 -6.201 -2.680
H -1.677 -5.118 -4.004
H -3.063 -4.727 -2.984
H -1.750 -5.518 -0.303
H -0.329 -4.201 1.260
H 2.225 -4.507 0.025
H 4.366 -5.399 0.782
H 6.393 -5.216 2.051
H 6.292 -4.209 3.501
H 7.051 -3.576 2.044
H 5.070 -1.823 2.984
H 3.912 -0.653 4.313
H 3.017 1.929 4.486
H 1.535 2.268 2.241
H -0.440 -3.047 -3.537
H 1.539 -1.962 -4.087
H 2.928 0.385 -4.020
H 2.536 1.308 -1.458
C -4.175 0.314 -1.345
C -2.918 0.610 -0.538
S -1.742 -0.729 -0.554
C -2.806 1.824 0.027
C -3.876 2.888 -0.127
S -1.541 2.447 1.059
H -4.158 -0.724 -1.678
H -4.240 0.961 -2.232
H -5.086 0.486 -0.758
H -4.816 2.589 0.348
H -4.072 3.080 -1.186
H -3.539 3.826 0.323
C -1.875 0.914 -5.509
N -1.112 1.602 -4.496
C -0.407 2.778 -4.637
C 0.149 3.020 -3.413
N -0.190 2.020 -2.525
C -0.943 1.198 -3.206
H -2.643 1.566 -5.928
H -2.356 0.049 -5.055
H -1.231 0.569 -6.321
H -0.376 3.323 -5.568
H 0.774 3.850 -3.120
H -1.390 0.289 -2.813
S -0.579 -1.071 3.337
C -2.235 -1.239 3.322
N -2.866 -1.707 2.196
C -4.183 -1.635 2.026
C -4.986 -1.272 3.063
C -4.324 -0.961 4.267
N -3.035 -0.933 4.413
H -2.287 -1.725 1.319
H -4.537 -1.880 1.031
H -6.058 -1.205 2.957
H -4.902 -0.695 5.152
F 2.976 3.751 -0.002
C 2.169 4.777 -0.379
F 2.596 5.863 0.262
F 2.422 4.982 -1.698
S 0.344 4.225 -0.091
O -0.323 1.438 0.939
O -0.408 5.264 -0.822
N 0.626 4.658 1.505
S -0.404 5.206 2.526
O -0.336 4.540 3.804
O -1.708 5.593 2.046
C 0.370 6.822 2.944
F 1.542 6.653 3.582
F -0.429 7.522 3.779
F 0.598 7.595 1.877
```

Computed properties:
ΔE to the lowest compared entry with this formula, charge and spin = 49.8 kJ/mol
HOMO (spin up / spin down) = -0.5 / 0.3 eV
multiplicity = 2
electronic energy = -5698.720060 a.u.
charge = -2
orbital gap (spin up / spin down) = 0.1608 / 0.1314 hartree

---

Below is a structure of composition C37H37Cl3O2P2Pt in a non-equilibrium geometry, with properties calculated with ωB97M-V/def2-TZVPD.

XYZ file:
```
82
Properties=species:S:1:pos:R:3
Pt 0.141 0.812 -0.019
C -1.926 0.889 -2.387
C -1.479 -0.403 -2.261
C -0.729 -0.940 -3.471
C 0.608 -0.187 -3.642
C 1.085 0.565 -2.425
C 0.549 1.728 -1.932
C -0.310 2.666 -2.767
C -1.463 1.897 -3.394
C 1.183 0.671 1.925
H -2.749 1.351 -1.851
H -2.099 -1.222 -1.761
H -1.314 -0.770 -4.424
H -0.603 -2.045 -3.426
H 1.384 -0.922 -3.929
H 0.484 0.424 -4.541
H 2.094 0.256 -2.091
H 0.943 2.278 -1.042
H 0.274 3.227 -3.541
H -0.719 3.447 -2.097
H -2.308 2.583 -3.647
H -1.225 1.455 -4.376
H 0.844 1.486 2.589
H 2.287 0.675 2.027
H 0.810 -0.246 2.357
P -1.315 -1.103 -0.168
P 2.257 -0.446 0.107
C 0.105 -2.119 -0.835
C 1.459 -1.854 -0.730
C -2.155 -2.475 0.737
C -2.600 -3.511 -0.107
C -3.455 -4.495 0.401
C -3.808 -4.434 1.764
C -3.399 -3.382 2.612
C -2.532 -2.421 2.090
C -2.770 0.202 0.215
C -2.421 1.557 0.241
C -3.398 2.558 0.181
C -4.735 2.157 -0.022
C -5.055 0.798 -0.197
C -4.065 -0.192 -0.138
C 3.566 -1.269 1.069
C 3.258 -2.473 1.745
C 4.301 -3.208 2.303
C 5.624 -2.751 2.206
C 5.914 -1.546 1.563
C 4.890 -0.786 1.020
C 3.074 1.277 -0.139
C 2.655 2.457 0.527
C 3.188 3.707 0.196
C 4.096 3.802 -0.862
C 4.491 2.646 -1.558
C 4.088 1.371 -1.116
H -0.279 -3.063 -1.265
H 2.140 -2.545 -1.237
H -2.317 -3.564 -1.162
H -3.837 -5.309 -0.238
H -4.419 -5.222 2.205
H -3.730 -3.283 3.661
H -2.153 -1.579 2.672
H -1.357 1.944 -0.003
H -3.073 3.606 0.247
H -5.513 2.939 -0.053
H -6.103 0.512 -0.323
H -4.330 -1.232 -0.376
H 2.222 -2.823 1.790
H 4.088 -4.150 2.806
H 6.442 -3.327 2.629
H 6.932 -1.176 1.455
H 5.110 0.166 0.545
H 1.785 2.493 1.189
H 2.809 4.570 0.748
H 4.486 4.775 -1.138
H 5.097 2.724 -2.478
H 4.549 0.462 -1.539
Cl -2.973 2.674 5.246
C -2.637 1.256 4.262
Cl -1.967 -0.105 5.285
Cl -4.143 0.665 3.415
C -1.516 1.595 3.138
O -0.994 2.717 3.073
O -1.333 0.538 2.462
```

Computed properties:
ΔE to the lowest compared entry with this formula, charge and spin = 848.6 kJ/mol
HOMO (spin up / spin down) = -11.4 / -13.5 eV
multiplicity = 5
electronic energy = -3764.029302 a.u.
charge = +2
orbital gap (spin up / spin down) = 0.1740 / 0.1005 hartree

---

Below is a structure of composition C25H34Cl39IO7S in a non-equilibrium geometry, with properties calculated with ωB97M-V/def2-TZVPD.

XYZ file:
```
107
Properties=species:S:1:pos:R:3
C 1.295 -3.483 2.139
O 1.949 -4.031 0.997
C 1.008 -4.642 0.116
C 1.342 -4.274 -1.367
I 3.419 -3.507 -1.402
O 1.332 -5.394 -2.245
S 0.498 -4.935 -3.585
O 1.419 -4.364 -4.515
O -0.204 -6.053 -4.098
O -0.431 -3.826 -2.835
C 0.585 -3.101 -2.058
C 0.085 -2.041 -1.055
C -0.077 -0.617 -1.649
C -0.121 0.452 -0.495
C -1.184 1.554 -0.740
C -2.628 1.232 -0.218
C -2.845 -0.217 0.279
O -4.289 -0.497 0.146
C -4.405 -1.637 -0.621
C -4.164 -3.008 0.051
O -4.645 -1.610 -1.778
H 0.595 -4.213 2.599
H 0.672 -2.598 1.866
H 2.026 -3.162 2.900
H 1.083 -5.743 0.229
H 0.001 -4.321 0.439
H 1.150 -2.540 -2.821
H -0.836 -2.439 -0.584
H 0.850 -1.977 -0.255
H 0.751 -0.442 -2.357
H -1.012 -0.567 -2.247
H 0.876 0.938 -0.522
H -0.200 -0.033 0.494
H -1.226 1.870 -1.801
H -0.843 2.454 -0.192
H -3.363 1.518 -1.006
H -2.843 1.910 0.633
H -2.635 -0.262 1.362
H -2.328 -0.983 -0.317
H -3.498 -2.922 0.934
H -5.099 -3.507 0.350
H -3.637 -3.668 -0.662
C 1.563 5.605 0.523
Cl 1.027 6.100 2.129
Cl 2.186 3.954 0.555
Cl 0.247 5.752 -0.650
H 2.366 6.265 0.214
C -5.896 3.363 -1.655
Cl -6.186 1.623 -1.624
Cl -6.628 4.143 -0.252
Cl -4.161 3.699 -1.722
H -6.359 3.772 -2.548
C 1.501 -6.564 4.808
Cl 2.593 -6.252 6.159
Cl 0.264 -5.304 4.710
Cl 2.384 -6.674 3.279
H 1.008 -7.513 4.982
C 2.026 -10.130 7.271
Cl 3.109 -9.806 8.625
Cl 0.771 -8.890 7.168
Cl 2.929 -10.220 5.756
H 1.545 -11.086 7.439
C 3.828 -2.681 -6.666
Cl 4.997 -2.290 -5.402
Cl 2.581 -1.436 -6.765
Cl 4.640 -2.874 -8.226
H 3.351 -3.621 -6.410
C -2.988 6.465 3.234
Cl -3.890 4.961 3.449
Cl -1.784 6.657 4.516
Cl -2.222 6.509 1.649
H -3.686 7.292 3.297
C 5.422 3.489 3.227
Cl 6.920 3.314 2.310
Cl 4.616 5.009 2.824
Cl 4.348 2.117 2.930
H 5.667 3.505 4.282
C -4.310 9.316 -0.331
Cl -4.202 9.341 1.433
Cl -2.781 9.825 -1.055
Cl -4.772 7.710 -0.895
H -5.080 10.015 -0.635
C 9.851 2.997 -0.387
Cl 10.070 1.541 -1.361
Cl 8.332 3.795 -0.797
Cl 9.918 2.606 1.339
H 10.662 3.679 -0.610
C 6.512 -5.625 5.656
Cl 5.191 -6.193 4.634
Cl 6.342 -3.898 5.990
Cl 6.572 -6.547 7.164
H 7.445 -5.778 5.127
C -8.132 6.983 -2.936
Cl -7.061 8.350 -3.251
Cl -7.421 5.476 -3.533
Cl -8.489 6.861 -1.214
H -9.062 7.152 -3.466
C 8.104 -3.111 -9.418
Cl 9.325 -1.908 -8.992
Cl 7.612 -2.929 -11.106
Cl 8.707 -4.744 -9.118
H 7.235 -2.950 -8.790
C -11.496 6.869 1.886
Cl -10.564 5.398 1.596
Cl -10.453 8.156 2.499
Cl -12.320 7.386 0.411
H -12.247 6.653 2.637
```

Computed properties:
HOMO = -9.3 eV
electronic energy = -20142.867228 a.u.
charge = 0
orbital gap = 0.3428 hartree

---

Below is a structure of composition C37H47Cl2Zr in a non-equilibrium geometry, with properties calculated with ωB97M-V/def2-TZVPD.

XYZ file:
```
87
Properties=species:S:1:pos:R:3
C -3.476 2.477 -0.984
C -2.026 2.331 -1.281
C -1.430 2.477 -2.566
C -2.104 2.359 -3.902
C 0.007 2.486 -2.400
C 0.904 3.085 -3.419
C 0.259 2.486 -0.969
C 1.557 2.808 -0.322
C -0.975 2.418 -0.299
C -1.180 2.692 1.147
Zr -0.987 0.242 -2.268
C -1.752 -0.791 2.288
C -2.995 -0.676 -2.226
C -0.534 -2.760 -2.520
C -1.363 -3.897 -3.016
C -0.018 -1.695 -3.338
C -0.081 -1.634 -4.820
C 0.922 -0.941 -2.510
C 1.925 0.006 -3.075
C 0.725 -1.352 -1.142
C 1.569 -0.948 0.026
C -0.131 -2.529 -1.203
C -0.368 -3.454 -0.081
H -4.014 2.889 -1.837
H -3.939 1.519 -0.748
H -3.659 3.138 -0.131
H -2.016 3.374 -4.323
H -1.656 1.667 -4.662
H -3.176 2.111 -3.828
H 0.670 4.153 -3.547
H 1.962 3.003 -3.159
H 0.744 2.609 -4.388
H 1.703 3.886 -0.148
H 1.658 2.329 0.659
H 2.371 0.644 -2.305
H -0.958 3.746 1.374
H -2.209 2.500 1.475
H -0.498 2.110 1.778
H -1.602 -1.697 1.618
H -1.050 -0.021 1.892
H -2.422 -0.384 1.533
H -2.988 -0.837 -3.313
H -3.136 -1.661 -1.779
H -3.885 -0.087 -2.009
H -1.342 -4.714 -2.275
H -2.416 -3.596 -3.186
H -0.945 -4.276 -3.963
H -0.453 -2.571 -5.243
H -0.737 -0.829 -5.173
H 0.912 -1.451 -5.238
H 2.733 -0.593 -3.520
H 1.544 0.676 -3.869
H 2.418 2.478 -0.913
H 2.272 -1.767 0.289
H 2.158 -0.040 -0.209
H 0.914 -0.747 0.892
H 0.299 -4.328 -0.083
H -0.187 -2.929 0.850
H -1.400 -3.825 -0.060
Cl 2.129 -6.891 2.260
C 1.482 -5.364 2.636
C 0.173 -5.221 3.123
C -0.352 -3.940 3.311
C 0.413 -2.778 3.051
C -0.192 -1.459 3.308
C 0.697 -0.358 3.530
C 0.199 0.875 3.876
C 1.036 2.040 3.931
C 0.596 3.209 4.606
C 1.363 4.347 4.612
C 2.557 4.403 3.894
Cl 3.509 5.832 3.837
C 2.996 3.278 3.154
C 2.233 2.114 3.178
C 1.756 -2.966 2.675
C 2.300 -4.231 2.450
H -0.393 -6.109 3.309
H -1.344 -3.851 3.744
H -1.172 -1.487 3.840
H 1.758 -0.582 3.578
H -0.826 0.950 4.232
H -0.343 3.166 5.161
H 1.071 5.237 5.182
H 3.916 3.311 2.578
H 2.570 1.213 2.638
H 2.424 -2.087 2.614
H 3.327 -4.316 2.123
```

Computed properties:
HOMO = -0.8 eV
electronic energy = -2405.217410 a.u.
charge = -1
orbital gap = 0.0815 hartree

---

Below is a cluster of 5 separate species, C5H12B2Cl12O4PS in total, with properties calculated with ωB97M-V/def2-TZVPD.

XYZ file:
```
37
Properties=species:S:1:pos:R:3
C -3.411 3.465 1.667
O -2.717 2.253 1.867
B -2.890 1.170 1.014
O -4.211 0.965 0.554
B -1.562 0.178 0.613
P -0.486 1.434 -0.317
O 0.967 0.796 -0.747
O -0.014 2.656 0.675
S -1.313 2.320 -1.881
H -3.309 4.073 2.567
H -2.975 4.000 0.818
H -4.475 3.297 1.474
H -4.340 1.256 -0.352
H -1.826 -0.681 -0.198
H -0.978 -0.275 1.578
H 1.422 1.407 -1.341
H 0.238 2.321 1.546
C 3.365 2.955 0.202
Cl 4.199 4.029 1.336
Cl 2.533 3.861 -1.044
Cl 4.494 1.787 -0.493
H 2.615 2.402 0.755
C 0.763 0.265 4.543
Cl 1.434 0.588 2.949
Cl -0.331 -1.105 4.510
Cl 2.059 0.012 5.730
H 0.206 1.139 4.853
C 0.332 -2.560 -3.197
Cl -0.175 -3.526 -4.603
Cl 2.038 -2.105 -3.369
Cl -0.684 -1.172 -2.948
H 0.260 -3.208 -2.334
C 1.786 -6.892 -3.244
Cl 3.042 -6.322 -4.344
Cl 1.549 -5.761 -1.914
Cl 0.280 -7.192 -4.108
H 2.117 -7.830 -2.819
```

Computed properties:
HOMO = -4.9 eV
electronic energy = -6810.438890 a.u.
charge = -1
orbital gap = 0.2552 hartree

---

Below is a structure of composition C18H24EuI2N2O3S2Tl in a non-equilibrium geometry, with properties calculated with ωB97M-V/def2-TZVPD.

XYZ file:
```
53
Properties=species:S:1:pos:R:3
I -0.089 -3.819 -0.722
I -0.095 -2.764 -5.612
Eu 0.324 -0.655 -3.571
Tl 0.668 0.519 0.262
S 2.135 -1.253 -1.520
S -1.394 -0.498 -1.357
C 2.770 0.309 2.415
C 3.894 -0.808 -1.550
C -2.983 0.343 -1.285
C 4.402 -1.107 -2.960
C 4.146 0.646 -1.198
C 4.544 -1.743 -0.531
C -3.691 0.285 -2.636
C -2.740 1.788 -0.879
C -3.799 -0.390 -0.223
C 2.006 1.541 -4.151
C -0.592 1.957 -4.044
O 3.451 0.281 3.318
O 2.685 2.423 -4.441
O -1.014 2.996 -4.284
H 3.954 -0.428 -3.695
H 4.113 -2.121 -3.261
H 5.495 -0.997 -2.983
H 3.703 1.340 -1.918
H 5.234 0.778 -1.227
H 3.797 0.922 -0.198
H 4.184 -1.542 0.483
H 5.631 -1.623 -0.556
H 4.286 -2.782 -0.768
H -4.680 0.751 -2.500
H -3.813 -0.750 -2.979
H -3.151 0.823 -3.424
H -3.718 2.268 -0.769
H -2.153 2.330 -1.629
H -2.208 1.844 0.078
H -4.802 0.044 -0.157
H -3.315 -0.282 0.753
H -3.884 -1.458 -0.463
N -1.933 -1.844 3.427
C -1.210 -1.757 2.286
N -0.635 -0.566 2.174
C -1.021 0.193 3.268
C -0.699 1.517 3.617
C -1.260 2.014 4.800
C -2.094 1.210 5.590
C -2.404 -0.106 5.224
C -1.838 -0.601 4.072
H -2.480 -2.651 3.734
H -1.085 -2.596 1.607
H -0.039 2.091 2.975
H -1.047 3.033 5.116
H -2.505 1.658 6.491
H -3.049 -0.762 5.803
```

Computed properties:
HOMO (spin up / spin down) = -20.0 / -19.6 eV
multiplicity = 7
electronic energy = -3308.418140 a.u.
charge = +4
orbital gap (spin up / spin down) = 0.2581 / 0.1457 hartree

---

Below is an isolated molecule of C2H5ClS in a non-equilibrium geometry, with properties calculated with ωB97M-V/def2-TZVPD.

XYZ file:
```
9
Properties=species:S:1:pos:R:3
C -1.113 -0.459 0.128
C 0.166 0.456 -0.110
S 1.624 -0.680 -0.032
Cl 3.287 0.457 0.062
H -1.467 -0.984 -0.704
H -0.898 -1.226 0.897
H -1.966 0.223 0.236
H 0.221 1.293 0.711
H 0.147 0.920 -1.190
```

Computed properties:
ΔE to the lowest compared entry with this formula, charge and spin = 17.2 kJ/mol
HOMO = -8.8 eV
SMILES string = CCSCl
electronic energy = -937.551653 a.u.
charge = 0
orbital gap = 0.3405 hartree